Entry 1:
Computed, not measured: a structure of composition C37H31BrN3O5S2W, with ωB97M-V/def2-TZVPD.

Summary:
* total charge: +1
* spin multiplicity: 3
* ΔE to the lowest compared entry with this formula, charge and spin: 39.3 kcal/mol
* lowest unoccupied orbital energy (alpha / beta): -3.4 / -3.9 eV
* E: -5406.33974 Ha
* HOMO energy (alpha / beta): -9.99 / -11.11 eV
* <S²>: 2.0161
* Kohn-Sham gap (alpha / beta): 6.5714 / 7.1966 eV

Geometry (Å):
W -1.15546 -0.51604 -0.01750
C 0.80524 -0.62347 3.77992
C 0.73006 -0.66867 2.29119
N -0.24465 -0.08819 1.66949
N -1.51528 0.26878 2.13033
C -2.02609 1.31675 1.44476
S -1.30001 1.97676 0.03257
S -3.56474 1.74610 2.13343
C -4.25930 2.95998 0.97336
C -5.27369 2.38038 0.02800
C -4.96063 2.19098 -1.31407
C -5.92022 1.71823 -2.19784
C -7.19634 1.41499 -1.74377
C -7.51073 1.58819 -0.40177
C -6.55503 2.07168 0.47789
C 1.70384 -1.34229 1.44695
C 2.76383 -2.02896 2.06188
C 3.70519 -2.71143 1.32742
C 3.61155 -2.71156 -0.06211
C 2.59384 -2.03238 -0.70109
C 1.62685 -1.34412 0.02443
O 0.68817 -0.66990 -0.67705
H -0.03151 -0.05935 4.18374
H 1.74376 -0.17348 4.10309
H 0.76562 -1.63967 4.17520
H -3.43384 3.43054 0.44225
H -4.71368 3.71442 1.61584
H -3.96636 2.43398 -1.67008
H -5.67025 1.59222 -3.24338
H -7.94984 1.06138 -2.43587
H -8.50712 1.36476 -0.04274
H -6.81148 2.22173 1.52056
H 2.83633 -2.02953 3.14044
H 4.50497 -3.24144 1.82389
H 4.34142 -3.24938 -0.65254
H 2.51828 -2.02297 -1.77953
C -9.87643 -1.86611 -0.23121
O -8.47238 -1.67532 -0.08200
C -7.98347 -1.48010 1.16861
C -8.77399 -1.45186 2.31146
C -8.20408 -1.24977 3.56011
C -6.83652 -1.07385 3.69279
C -6.04463 -1.09338 2.56066
C -6.60000 -1.28974 1.30211
N -5.68645 -1.25894 0.22349
C -5.85203 -1.45605 -1.05381
C -4.78787 -1.36841 -1.99974
C -5.07636 -1.61598 -3.35200
C -4.09870 -1.54105 -4.31531
C -2.79506 -1.21920 -3.93243
C -2.48426 -0.96760 -2.60986
C -3.46922 -1.03654 -1.61781
O -3.19008 -0.79490 -0.34432
H -10.42706 -0.98740 0.10895
H -10.20964 -2.74947 0.31501
H -10.04477 -2.01106 -1.29417
H -9.84094 -1.59311 2.23480
H -8.84181 -1.23671 4.43310
H -6.38632 -0.92628 4.66371
H -4.97230 -0.95465 2.64486
H -4.72418 -1.01848 0.48214
H -6.84280 -1.70502 -1.40091
H -6.09384 -1.86757 -3.62560
H -4.32863 -1.73525 -5.35215
H -2.01142 -1.16923 -4.67644
H -1.43560 -0.73299 -2.38469
Br -3.27098 -1.84145 4.96425
C -3.19443 -3.19019 3.62932
C -3.78293 -4.42125 3.86110
C -3.70555 -5.39455 2.87294
C -3.05429 -5.13532 1.67808
C -2.46781 -3.89269 1.45846
C -2.53631 -2.91518 2.44350
C -1.79677 -3.65260 0.13470
O -1.81327 -4.48185 -0.73977
O -1.15814 -2.49936 0.00070
H -4.28646 -4.61835 4.79709
H -4.15720 -6.36231 3.04394
H -2.98999 -5.88190 0.89923
H -2.09281 -1.93930 2.30401



Entry 2:
Computed, not measured: a structure of composition C34H41N7O4STl, with ωB97M-V/def2-TZVPD.

Summary:
* total charge: -1
* ΔE to the lowest compared entry with this formula, charge and spin: 8.7 kcal/mol
* lowest unoccupied orbital energy: 1.9 eV
* E: -2575.28662 Ha
* HOMO energy: -4.79 eV
* Kohn-Sham gap: 6.7198 eV

Geometry (Å):
Tl -0.63205 -0.55017 0.34071
C -1.16322 -4.02497 -1.30355
N -1.67582 -2.73739 -1.73541
C -1.23061 -2.28818 -3.04351
C 0.26391 -2.21378 -3.29972
C 0.69933 -1.98885 -4.60510
C 2.05587 -1.93221 -4.87143
C 2.94926 -2.11686 -3.82796
C 2.43289 -2.32547 -2.56019
N 1.12707 -2.36593 -2.29732
C -3.13065 -2.66967 -1.63822
C -3.74600 -1.35017 -1.20012
C -4.82419 -0.80725 -1.88600
C -5.44158 0.32778 -1.37994
C -4.98507 0.86705 -0.19130
C -3.90414 0.26243 0.43373
N -3.29479 -0.81055 -0.06774
C -1.17115 -4.15824 0.21168
C -0.87503 -5.38450 0.79904
C -0.91178 -5.49269 2.17873
C -1.29258 -4.39457 2.93290
C -1.58362 -3.21631 2.26823
N -1.49608 -3.09128 0.94133
H -1.72876 -4.86897 -1.73243
H -0.13649 -4.11402 -1.64225
H -1.65713 -2.91718 -3.84728
H -1.63881 -1.28015 -3.18179
H -0.02660 -1.87696 -5.40284
H 2.41264 -1.75401 -5.87847
H 4.01943 -2.09391 -3.98619
H 3.08619 -2.46282 -1.70354
H -3.58732 -2.97901 -2.59092
H -3.43794 -3.39347 -0.88083
H -5.16933 -1.26549 -2.80507
H -6.27245 0.77757 -1.90926
H -5.44476 1.74739 0.23854
H -3.48972 0.63198 1.36953
H -0.61040 -6.23446 0.18040
H -0.65634 -6.42927 2.65963
H -1.34850 -4.44259 4.01209
H -1.89571 -2.32283 2.80015
O 3.83575 0.60151 5.79927
C 4.00883 -0.41891 5.10619
O 5.00096 -1.17003 4.98869
C 2.79394 -0.81544 4.21892
C 2.95802 -1.73338 3.18557
C 1.89387 -1.98673 2.34374
N 0.70532 -1.38885 2.47120
C 0.51674 -0.56316 3.50172
C 1.53584 -0.25692 4.39731
C -0.87795 0.05960 3.64691
O -1.23153 0.37766 4.78259
O -1.55293 0.20707 2.56718
H 3.91750 -2.21956 3.06634
H 1.97415 -2.69196 1.51692
H 1.35550 0.42373 5.21735
C 0.77440 3.35340 2.11462
C -0.58624 3.98194 2.40032
C -1.25983 4.61185 1.18214
C -1.68132 3.62628 0.08607
N -0.58480 3.38766 -0.85341
C -0.62487 2.47115 -1.83784
S -2.04482 1.69097 -2.29801
N 0.53072 2.26732 -2.50654
C 1.77369 2.98898 -2.29232
C 2.58954 2.50037 -1.09103
C 4.03649 2.98917 -1.12422
C 4.15619 4.51373 -1.10136
H 1.24862 3.04880 3.04770
H 1.44999 4.06211 1.61878
H 0.67548 2.45576 1.49881
H -0.46374 4.75446 3.16397
H -1.24674 3.21760 2.81149
H -0.60177 5.37442 0.74527
H -2.16107 5.12452 1.52327
H -2.52941 4.02047 -0.47441
H -1.99209 2.67631 0.52760
H 0.32231 3.69479 -0.53707
H 0.53236 1.47064 -3.11669
H 1.54161 4.05283 -2.19678
H 2.37099 2.86941 -3.19942
H 2.57074 1.41089 -1.09323
H 2.12871 2.81961 -0.15191
H 4.52962 2.59692 -2.02105
H 4.55983 2.57600 -0.25946
H 3.77465 4.95844 -2.02274
H 5.19686 4.82088 -0.98924
H 3.59199 4.92768 -0.26148



Entry 3:
Computed, not measured: an isolated molecule of C2H4N2OS2 at a distorted geometry, with ωB97M-V/def2-TZVPD.

Summary:
* ΔE to the lowest compared entry with this formula, charge and spin: 60.5 kcal/mol
* lowest unoccupied orbital energy: -0.4 eV
* E: -1059.64679 Ha
* HOMO energy: -8.95 eV
* SMILES string: O/N=C\NSC=S
* Kohn-Sham gap: 8.5111 eV

Geometry (Å):
C 0.04905 -0.07527 1.21188
C 1.32928 -0.55133 -2.05424
H -2.26097 1.49074 2.22198
H 0.93950 -0.58373 1.53435
H -1.26171 0.27512 -0.29972
H 1.41044 0.48051 -1.82060
N -0.53659 0.66161 2.08574
N -0.37692 -0.20910 -0.09429
O -1.78552 1.09218 1.50672
S 0.26643 -1.41391 -1.02484
S 2.22701 -1.16684 -3.26697



Entry 4:
Computed, not measured: an isolated molecule of C4H8O3, with ωB97M-V/def2-TZVPD.

Summary:
* ΔE to the lowest compared entry with this formula, charge and spin: 30.7 kcal/mol
* lowest unoccupied orbital energy: 0.7 eV
* E: -382.91596 Ha
* HOMO energy: -10.39 eV
* SMILES string: C[C@@H](O)[C@@H](O)C=O
* Kohn-Sham gap: 11.1231 eV

Geometry (Å):
C -0.91181 -1.17453 0.54467
C -0.14467 -0.64294 -0.66106
O -0.97254 -0.52893 -1.79841
C 0.50810 0.72108 -0.38837
O -0.47176 1.67226 -0.07120
C 1.53984 0.64321 0.70729
O 1.49611 1.37656 1.66949
H -1.39389 -2.12012 0.28289
H -0.25067 -1.34911 1.40275
H -1.68385 -0.46046 0.84770
H 0.64586 -1.35176 -0.93933
H -1.52729 0.24991 -1.65103
H 1.03065 1.01692 -1.31361
H -0.20196 2.06280 0.77880
H 2.33788 -0.11490 0.58943



Entry 5:
Computed, not measured: a structure of composition C33H59Cl20N3O6SSi at a distorted geometry, with ωB97M-V/def2-TZVPD.

Summary:
* lowest unoccupied orbital energy: -0.2 eV
* E: -11799.25728 Ha
* HOMO energy: -8.25 eV
* Kohn-Sham gap: 8.0577 eV

Geometry (Å):
C -4.43916 0.53920 2.10281
N -4.36959 -0.94047 1.71657
C -4.64782 -1.68427 3.00394
C -5.34340 -1.28423 0.61183
O -6.65679 -1.06462 0.88280
C -4.98709 -1.94092 -0.84579
C -3.69343 -1.23115 -1.61073
C -3.76439 0.39761 -1.67765
C -5.30752 0.99482 -1.92680
O -5.32701 2.11909 -2.87354
Si -4.58107 3.56823 -2.22393
C -2.92859 4.09044 -3.06231
C -4.29309 3.56907 -0.32140
C -5.85593 5.02287 -2.56862
C -2.34196 -1.87583 -0.96622
C -1.48067 -0.91392 0.03282
N -0.33429 -0.16263 -0.62023
C -1.27386 -2.49526 -2.07034
C -1.14847 -1.58319 -3.42644
C 0.13987 -2.10896 -4.31557
C 1.31724 -0.95095 -4.51087
C 2.25740 -0.76489 -3.15298
O 2.32904 -1.83233 -2.34267
N 2.96121 0.57640 -2.88145
C 2.66339 1.04089 -1.44102
C 3.31736 0.26908 -0.11033
C 2.97945 0.70976 1.44638
C 1.95442 1.97755 1.73525
C 1.34315 2.77182 0.41560
C 1.66010 2.34802 -1.15542
O -2.34138 -1.62291 -4.28515
S -3.77447 -1.89267 -3.40244
O -4.93658 -1.28286 -4.22404
O -4.11116 -3.42912 -3.26763
H -3.84696 1.24415 1.37529
H -3.97676 0.70819 3.19028
H -5.55262 0.94083 2.13767
H -3.60582 -1.75585 3.58134
H -5.06122 -2.77201 2.87085
H -5.32713 -0.99585 3.69508
H -4.82369 -3.10363 -0.70563
H -5.97001 -1.83748 -1.51470
H -3.37356 0.96838 -0.73484
H -3.10380 0.75281 -2.60487
H -5.75995 1.26067 -0.85432
H -6.03975 0.17213 -2.36438
H -3.00775 4.26942 -4.23074
H -2.02337 3.37621 -2.76992
H -2.62924 5.15382 -2.60978
H -3.26763 3.11733 0.03017
H -4.30147 4.70516 0.02621
H -5.23056 3.07736 0.23044
H -5.46063 6.06194 -2.19375
H -6.85101 4.69689 -2.02001
H -6.09223 4.98771 -3.72090
H -2.69036 -2.81305 -0.31369
H -0.97543 -1.63270 0.84137
H -2.09766 -0.13189 0.64578
H -0.78331 0.71007 -1.02391
H 0.34349 0.08347 0.13661
H -1.67598 -3.58680 -2.32062
H -0.21388 -2.66765 -1.56248
H -0.93953 -0.43858 -3.17917
H -0.27857 -2.31910 -5.40604
H 0.64386 -3.08136 -3.90051
H 2.06988 -1.28149 -5.37337
H 0.82738 0.05346 -4.86230
H 2.39776 1.25825 -3.47113
H 4.04435 -0.65450 -0.27203
H 3.44549 0.16565 2.37346
H 1.65962 2.32300 2.83922
H 0.59654 3.68472 0.58649
H 1.20796 2.88007 -2.09715
C 5.37917 -1.95812 4.36580
Cl 4.17601 -1.13282 3.36767
Cl 6.97846 -1.23231 4.16461
H 5.08349 -1.88224 5.41510
H 5.42576 -3.00921 4.07079
C 2.95880 -4.91513 4.69985
Cl 2.62071 -4.34577 3.06079
Cl 2.60392 -3.66143 5.89454
H 2.33826 -5.79035 4.90755
H 4.01488 -5.18631 4.77161
C 2.91686 5.68399 -2.66757
Cl 3.12591 4.04932 -2.02795
Cl 1.74465 6.59676 -1.70956
H 3.87863 6.20217 -2.64095
H 2.56085 5.61984 -3.69866
C -0.57767 4.16706 3.85321
Cl 0.13386 5.72406 4.29418
Cl 0.26066 3.45356 2.47005
H -0.50122 3.48689 4.70511
H -1.62854 4.31673 3.59384
C -5.10464 8.93696 -2.74126
Cl -4.00962 8.35989 -1.47917
Cl -4.72940 8.19036 -4.29908
H -6.13125 8.68504 -2.46409
H -5.00266 10.02107 -2.83248
C 9.83501 -1.88094 6.48655
Cl 10.01484 -3.59325 6.08572
Cl 10.35483 -1.55793 8.14500
H 10.44583 -1.28889 5.80056
H 8.78443 -1.59935 6.38171
C -6.11326 -4.42409 -5.72755
Cl -7.36983 -4.12339 -4.52106
Cl -6.80616 -4.55463 -7.34861
H -5.39926 -3.59696 -5.71137
H -5.60142 -5.35804 -5.48309
C 11.78027 -3.68883 10.77044
Cl 11.37394 -5.12316 9.82039
Cl 13.44417 -3.76823 11.36215
H 11.66821 -2.80210 10.14166
H 11.10166 -3.62363 11.62439
C 13.75910 -5.91307 6.72333
Cl 14.23313 -4.70796 5.52001
Cl 15.05737 -7.08055 6.99995
H 13.53038 -5.40587 7.66388
H 12.87348 -6.44387 6.36564
C -4.68713 -1.70946 -9.09707
Cl -4.01390 -1.90411 -7.47416
Cl -3.49723 -1.00618 -10.19913
H -4.98874 -2.68871 -9.47696
H -5.55698 -1.05020 -9.04478



Entry 6:
Computed, not measured: an isolated molecule of CN2O2 at a distorted geometry, with ωB97M-V/def2-TZVPD.

Summary:
* ΔE to the lowest compared entry with this formula, charge and spin: 152.7 kcal/mol
* lowest unoccupied orbital energy: -2.2 eV
* E: -297.93276 Ha
* HOMO energy: -12.56 eV
* SMILES string: N#C[N+](=O)[O-]
* Kohn-Sham gap: 10.3574 eV

Geometry (Å):
C -0.21363 0.66177 0.43262
N -0.61115 1.42689 1.16402
N 0.20456 -0.40740 -0.32141
O 1.39201 -0.61363 -0.42062
O -0.77180 -1.06764 -0.85460



Entry 7:
Computed, not measured: a structure of composition C20H24BCl3F3N8O5Pm, with ωB97M-V/def2-TZVPD.

Summary:
* spin multiplicity: 5
* ΔE to the lowest compared entry with this formula, charge and spin: 27.2 kcal/mol
* lowest unoccupied orbital energy (alpha / beta): -0.3 / -0.3 eV
* E: -3904.46936 Ha
* HOMO energy (alpha / beta): -7.56 / -7.58 eV
* <S²>: 6.0040
* Kohn-Sham gap (alpha / beta): 7.2613 / 7.2842 eV

Geometry (Å):
Pm -0.89807 0.02421 0.20026
Cl -5.80541 1.62159 5.64777
C -4.71050 1.61305 4.29936
C -4.06778 0.44342 3.94448
C -3.19172 0.47566 2.87769
Cl -2.40983 -1.00189 2.34544
C -2.88359 1.63135 2.13253
O -2.02904 1.63782 1.16487
C -3.61843 2.77789 2.51896
Cl -3.37334 4.21810 1.59528
C -4.49913 2.78116 3.58010
H -4.24989 -0.47490 4.48578
H -5.02247 3.68901 3.84617
B -1.39537 1.05482 -3.08209
N -0.42760 2.04032 -2.35024
C -0.06495 3.26764 -2.73070
C 0.79841 3.79232 -1.78050
C 0.90140 2.79041 -0.82009
N 0.16888 1.72695 -1.17706
N -2.72788 1.04472 -2.28583
C -3.85241 1.71403 -2.56312
C -4.79315 1.41766 -1.59195
C -4.13336 0.53933 -0.73669
N -2.88661 0.31742 -1.16000
H -0.91656 -0.05140 -3.06165
H -1.60355 1.48594 -4.18465
H -0.43743 3.69267 -3.64880
H 1.27230 4.75878 -1.78218
H 1.46505 2.77584 0.10065
H -3.91431 2.34598 -3.43410
H -5.80016 1.79037 -1.51238
H -4.50944 0.05283 0.15038
N 0.60425 -2.04004 1.68284
C 1.88582 -1.40425 1.35516
C 3.09747 -1.98054 2.09812
C 4.43693 -1.24783 1.94527
C 4.99620 -1.05002 0.51653
N 4.45766 -1.94110 -0.51619
C 3.63105 -1.60149 -1.50840
N 3.13610 -0.38055 -1.60318
N 3.33090 -2.51756 -2.44320
C 1.67227 0.12381 1.51838
O 2.59778 0.89032 1.19868
O 0.52208 0.47015 1.91521
H 0.40648 -1.89635 2.66685
H 0.64281 -3.04123 1.52570
H 2.03906 -1.58190 0.29614
H 3.22363 -3.01768 1.77042
H 2.86372 -2.01722 3.16591
H 5.17563 -1.80294 2.52764
H 4.34407 -0.26203 2.39879
H 6.07368 -1.21209 0.53612
H 4.82840 -0.02417 0.21033
H 4.79881 -2.88725 -0.52076
H 3.07180 0.17841 -0.74345
H 2.36753 -0.23270 -2.24129
H 3.58294 -3.47995 -2.30519
H 2.50289 -2.36347 -2.99459
F -0.98592 -4.17887 -2.34693
C -0.01814 -3.27652 -2.31836
F 1.12785 -3.91076 -1.94027
F 0.17908 -2.81638 -3.56458
C -0.28452 -2.11026 -1.33270
O 0.61094 -1.23553 -1.30991
O -1.30332 -2.14510 -0.62677



Entry 8:
Computed, not measured: a cluster of 2 separate species, C2H7O2 in total at a distorted geometry, with ωB97M-V/def2-TZVPD.

Summary:
* total charge: -1
* ΔE to the lowest compared entry with this formula, charge and spin: 28.4 kcal/mol
* lowest unoccupied orbital energy: 4.7 eV
* E: -230.83935 Ha
* HOMO energy: -2.48 eV
* Kohn-Sham gap: 7.1753 eV

Geometry (Å):
O 2.92683 -0.69512 -0.02187
H 2.15947 -1.37910 0.08142
C -0.64633 -0.45807 -0.32414
O 0.18323 -1.17660 0.50893
C -1.36022 0.82399 0.41279
H -1.25166 -1.07386 -0.97472
H 0.03939 0.26454 -0.93248
H 2.45338 -0.07832 -0.53941
H -1.07968 1.77599 -0.14624
H -0.97946 1.03966 1.46186
H -2.44494 0.95688 0.47386